# 1
The following is a quantum chemistry calculation of C25H27ClCrN2O6S6 as an isolated structure, from the Open Molecules 2025 dataset.

XYZ file:
```
68
Properties=species:S:1:pos:R:3:forces:R:3
Cr -0.449446 0.765931 0.823661 -1.1 -0.9 -0.1
C 3.699459 1.328928 0.223181 -0.1 -0.1 0.0
C 2.254178 1.726060 0.358345 0.2 -0.1 0.0
O 1.428723 0.796022 0.314503 0.6 0.2 -0.2
C 1.900989 3.109922 0.528190 -0.4 0.3 0.1
C 2.897638 4.108138 0.529242 0.1 0.0 0.0
C 2.597825 5.436763 0.663004 0.2 0.1 0.0
C 1.255682 5.827509 0.793670 -0.1 -0.2 0.0
C 0.256280 4.892569 0.789896 -0.1 0.2 0.0
C 0.533859 3.506565 0.674896 0.4 -0.2 0.0
O -0.455902 2.681908 0.711957 0.0 0.2 -0.1
H 3.742957 0.245677 0.176524 0.0 -0.1 0.0
H 4.262706 1.670313 1.092008 0.0 0.0 0.0
H 4.144001 1.753717 -0.677462 0.0 0.0 0.0
H 3.933711 3.816823 0.417729 0.0 0.0 0.0
H 3.384813 6.178987 0.669819 0.0 0.0 0.0
H 1.008249 6.876352 0.901850 0.0 0.0 0.0
H -0.783339 5.177390 0.887095 0.0 0.0 0.0
S -8.349169 0.462644 0.030941 -0.3 0.1 -0.1
C -6.784980 0.086563 0.392089 0.4 -0.1 0.1
S -6.158354 -1.517855 0.462931 0.3 0.3 0.1
C -4.476170 -1.155797 0.916938 -0.1 0.9 0.1
C -4.205226 0.184763 1.013203 -0.5 -0.6 -0.5
S -2.768760 1.091894 1.426497 0.2 0.1 0.6
S -5.577292 1.264306 0.742866 0.0 -0.2 -0.1
S -3.462332 -2.483033 1.210991 0.5 -0.5 0.1
N 0.594368 -0.811892 4.975208 0.1 0.0 -0.1
C -0.196517 -0.356712 3.978414 -0.3 0.0 0.4
N -1.340781 -0.969021 3.755125 0.1 -0.2 -0.5
S 0.245045 1.099081 3.213673 0.0 0.1 -0.6
H 0.508861 -1.777478 5.245746 0.0 0.0 0.1
H 1.526121 -0.435181 4.972138 0.1 -0.1 0.0
H -1.507560 -1.914705 4.064604 0.0 0.0 0.0
H -1.929578 -0.653811 2.982156 -0.1 0.0 -0.1
C -3.136614 1.240400 -2.201357 0.1 -0.1 0.1
C -2.861630 -0.208407 -2.622376 0.1 0.1 0.0
C -1.606492 -0.586101 -1.829461 -0.2 -0.3 -0.1
O -1.053603 0.642590 -1.299157 0.3 0.1 0.6
C -1.740085 1.752991 -1.893928 -0.3 0.3 -0.2
H -3.744745 1.269217 -1.299949 0.0 0.0 0.0
H -3.626380 1.823078 -2.980750 0.0 0.0 0.0
H -2.665523 -0.259085 -3.695584 0.0 0.0 0.0
H -3.689697 -0.875027 -2.387179 0.0 0.0 0.0
H -0.849803 -1.057534 -2.462549 0.0 0.3 0.1
H -1.827154 -1.244901 -0.989184 0.0 0.1 0.0
H -1.216214 2.038850 -2.815672 0.1 -0.1 0.1
H -1.718284 2.580260 -1.189254 0.0 -0.1 0.0
C 0.322222 -3.384409 -2.428983 0.0 0.0 0.1
C 1.706644 -2.995096 -1.991855 -0.1 0.0 0.0
C 2.535426 -2.289962 -2.859254 0.0 0.1 0.0
C 3.848626 -2.018903 -2.520726 -0.1 -0.1 0.1
Cl 4.857239 -1.142882 -3.634778 0.1 0.1 -0.1
C 4.375826 -2.448373 -1.315676 0.0 0.1 0.0
C 3.546678 -3.115674 -0.431814 0.0 0.0 0.1
C 2.221592 -3.380225 -0.750606 0.1 0.0 -0.1
O 1.496389 -4.105650 0.155200 0.1 0.0 0.0
C 0.336568 -3.482741 0.709455 -0.2 0.1 0.0
C 0.583112 -2.035433 1.170314 0.3 -0.3 0.4
O 1.522556 -1.808813 1.931178 -0.3 0.1 -0.2
O -0.299094 -1.216523 0.731136 0.0 0.7 0.1
H 0.175456 -3.146499 -3.481702 0.0 0.0 0.0
H -0.444815 -2.862739 -1.856403 0.1 -0.2 0.0
H 0.173295 -4.455680 -2.282986 0.0 0.0 0.0
H 2.149540 -1.956397 -3.813908 0.0 0.0 0.0
H 5.410685 -2.251507 -1.071100 0.0 0.0 0.0
H 3.912791 -3.442275 0.532029 0.0 0.0 0.0
H 0.090646 -4.083730 1.585027 0.0 0.1 0.0
H -0.515193 -3.506189 0.030204 0.1 -0.1 0.0
```
Forces are in eV/Å.

Its charge is -1. The expectation value of S² is 3.80. As for the spin multiplicity: 4. Its HOMO-LUMO gap (alpha / beta) is 0.1927 / 0.1872 hartree.

***

# 2
The following is a quantum chemistry calculation of the molecule C25H27ClN2O7S, from the Open Molecules 2025 dataset.

XYZ file:
```
63
Properties=species:S:1:pos:R:3:forces:R:3
C 2.042769 -0.735347 -7.073697 0.1 0.0 0.1
O 0.882854 0.054599 -7.163189 -0.2 0.0 0.0
C 1.017549 1.357912 -6.640611 0.1 0.2 0.2
C 0.973167 1.409280 -5.111084 -0.2 -0.2 -0.4
C -0.374419 0.890782 -4.600921 0.2 0.3 -0.2
N -0.385678 0.691165 -3.171924 -0.1 -0.1 0.2
C -0.434599 1.712067 -2.287531 -0.1 0.4 -0.3
O -0.494130 2.888356 -2.566042 0.0 0.1 0.1
C -0.410485 1.091432 -0.889321 -0.1 -0.1 0.8
O -0.458311 1.702816 0.154118 0.0 0.2 -0.5
C -0.345578 -0.350240 -1.102911 -0.1 -0.7 0.0
C -0.436835 -1.327165 -0.173252 0.0 0.5 -0.3
O -0.528732 -2.610272 -0.581603 -0.1 0.1 0.0
C -0.478448 -1.066786 1.275528 0.1 -0.1 0.3
C 0.489186 -0.271840 1.884948 -0.1 -0.2 0.0
C 0.431575 -0.043088 3.247720 0.1 0.0 0.1
C -0.590520 -0.603224 3.989564 0.1 0.2 0.4
S -0.721578 -0.275919 5.745912 -0.3 0.0 -0.4
O -1.076002 -1.491104 6.418372 -0.2 0.0 -0.1
O 0.463630 0.416568 6.169215 0.0 0.1 -0.3
N -2.081333 0.704319 5.729842 0.7 -0.7 0.0
C -1.820464 2.078875 5.344302 0.2 0.6 0.1
C -1.345405 2.906499 6.543202 0.1 0.0 -0.3
O -2.257470 2.811046 7.617037 -0.2 0.1 0.0
C -2.416364 1.472590 8.032691 -0.2 -0.2 0.0
C -2.948656 0.605726 6.889374 -0.1 -0.1 0.6
C -1.548895 -1.406944 3.403959 -0.1 -0.1 0.0
C -1.486921 -1.650171 2.044438 0.1 0.1 0.0
C -0.280339 -0.627065 -2.584573 0.0 -0.4 0.2
C 1.016153 -1.307195 -2.965249 0.0 -0.1 -0.2
C 1.018970 -2.482357 -3.701500 0.0 0.2 0.1
C 2.211202 -3.082757 -4.066730 0.2 0.0 0.0
C 3.410149 -2.497335 -3.692972 -0.3 0.0 0.0
Cl 4.902742 -3.232358 -4.159201 0.2 -0.1 -0.1
C 3.425488 -1.324209 -2.952435 0.0 0.0 0.0
C 2.227976 -0.736336 -2.591572 -0.1 -0.2 -0.1
H 2.309111 -0.967925 -6.036674 0.0 0.0 0.0
H 2.894735 -0.240475 -7.555407 0.0 0.0 0.0
H 1.821441 -1.662482 -7.598867 0.1 0.0 0.0
H 1.951817 1.813390 -6.998689 -0.1 0.0 0.0
H 0.173665 1.918136 -7.051847 0.1 0.1 0.0
H 1.116864 2.437191 -4.779372 0.0 0.0 0.0
H 1.779209 0.799714 -4.698669 0.0 0.1 0.0
H -0.604939 -0.059808 -5.086249 -0.1 0.0 0.1
H -1.152377 1.619433 -4.848242 0.0 -0.1 0.0
H -0.581155 -3.204721 0.179571 0.1 0.1 0.0
H 1.281902 0.155480 1.293385 0.0 0.1 -0.1
H 1.170150 0.560612 3.750942 0.1 0.1 0.0
H -1.064885 2.072593 4.558845 0.0 0.2 -0.1
H -2.751952 2.493643 4.946180 0.1 0.0 0.0
H -1.289759 3.965128 6.285216 0.1 -0.1 0.0
H -0.355801 2.545697 6.855389 -0.1 0.1 0.0
H -3.118145 1.494210 8.868008 0.1 -0.1 0.0
H -1.451269 1.063939 8.369063 -0.1 0.0 0.1
H -2.980087 -0.443171 7.181817 -0.2 0.1 0.1
H -3.946262 0.942780 6.590941 0.1 0.0 0.0
H -2.322212 -1.832579 4.022341 -0.2 -0.1 0.0
H -2.243642 -2.260585 1.570809 -0.1 0.0 0.0
H -1.122090 -1.254929 -2.909082 0.1 0.1 0.0
H 0.084227 -2.936158 -3.993862 -0.1 0.0 0.0
H 2.212242 -3.994387 -4.642665 0.0 -0.1 -0.1
H 4.364825 -0.878013 -2.666527 0.1 0.0 0.0
H 2.232137 0.180963 -2.020260 0.0 0.1 0.1
```
Forces are in eV/Å.

Its HOMO-LUMO gap is 0.3087 hartree. The structure (SMILES) is COCCCN1C(=O)C(=O)/C(=C(/O)c2ccc(S(=O)(=O)N3CCOCC3)cc2)[C@@H]1c1ccc(Cl)cc1.

***

# 3
The following is a quantum chemistry calculation of C25H27F6N3O5Yb as an isolated structure, from the Open Molecules 2025 dataset.

XYZ file:
```
67
Properties=species:S:1:pos:R:3:forces:R:3
Yb 0.286373 -0.739234 -0.321086 1.7 1.3 -0.1
C 3.231906 0.898489 -2.982208 -0.1 -0.1 0.0
C 2.278360 -0.258492 -2.887091 -0.2 -0.2 -0.3
C 2.750498 -1.546912 -2.643832 -0.3 0.1 -0.2
C 1.896088 -2.647602 -2.661034 0.0 0.2 -0.2
C 2.428085 -4.037245 -2.499361 0.0 0.0 0.0
C 0.534977 -2.435368 -2.891104 0.1 0.3 -0.2
C 0.022534 -1.154459 -3.144279 0.3 -0.1 -0.4
C -1.403138 -0.993195 -3.597325 0.0 0.0 0.0
C 0.915805 -0.070805 -3.148069 0.1 -0.4 0.0
H 4.117588 0.728356 -2.374039 0.1 0.0 0.0
H 2.753768 1.832122 -2.690279 0.0 0.1 0.0
H 3.565626 1.007543 -4.014893 0.0 0.1 0.0
H 3.810134 -1.699821 -2.493334 0.1 0.0 0.1
H 2.673026 -4.449664 -3.478491 0.0 0.0 0.0
H 1.689769 -4.683984 -2.032513 0.0 0.0 0.0
H 3.332408 -4.044487 -1.897015 0.1 0.0 0.0
H -0.123799 -3.292391 -2.961873 -0.1 0.0 0.2
H -1.491470 -1.341587 -4.627230 0.0 0.0 0.0
H -1.721038 0.046487 -3.568129 0.0 0.0 0.0
H -2.083556 -1.588492 -2.988741 0.0 0.0 0.0
H 0.572930 0.905475 -3.470574 -0.1 0.1 0.2
O 2.572158 -0.106972 -0.034548 -0.2 0.6 0.1
C 3.372974 -0.074135 1.163780 0.2 -0.4 0.8
C 2.486232 -0.049526 2.404886 0.1 0.1 -0.4
C 1.515497 1.155254 2.435441 0.0 -0.2 0.1
C 0.132575 0.665729 2.771550 0.1 0.2 0.0
C -0.363053 0.734802 4.066428 -0.1 -0.1 -0.2
C -1.608466 0.202535 4.349962 0.1 0.0 -0.3
C -2.355717 -0.325417 3.307665 0.1 0.0 -0.1
C -1.802463 -0.350918 2.041671 -0.1 0.0 0.0
N -0.565865 0.102205 1.770514 -0.2 -0.1 0.3
H 2.652219 0.761462 -0.459163 -0.1 -0.3 -0.1
H 4.033541 0.796085 1.153633 -0.1 -0.1 -0.2
H 3.982894 -0.983249 1.164126 0.0 0.2 0.0
H 3.128978 -0.041635 3.284986 0.0 -0.1 0.0
H 1.906273 -0.977086 2.429619 0.2 0.0 0.1
H 1.496797 1.661097 1.463483 -0.1 0.0 0.1
H 1.829154 1.884437 3.180342 0.0 0.0 0.0
H 0.223162 1.195634 4.843689 0.1 0.1 0.1
H -1.995193 0.211991 5.356150 -0.1 0.1 0.1
H -3.350073 -0.708969 3.470524 -0.1 -0.1 0.0
H -2.366610 -0.753217 1.201923 0.1 0.0 0.1
F -2.385135 2.961706 3.471788 -0.3 0.2 -0.2
C -2.861364 3.084501 2.220139 0.6 -0.1 -0.1
C -2.036878 2.906713 1.173706 -0.4 0.2 1.0
N -2.475270 2.995829 -0.112993 -0.3 0.0 -0.4
C -1.551512 2.749188 -1.199802 0.1 -0.1 -0.2
C -0.823840 1.432946 -0.949774 -0.3 1.7 -0.2
O -1.450607 0.352140 -0.913586 -1.3 -0.4 -0.3
O 0.415030 1.451675 -0.725840 0.4 0.4 0.0
C -3.805161 3.296651 -0.415842 0.4 -0.1 0.1
O -4.198441 3.372061 -1.549160 -0.3 0.0 -0.4
N -4.599451 3.493245 0.685543 -0.4 0.1 0.0
C -4.279802 3.394743 2.042119 0.2 -0.1 -0.2
O -5.106180 3.543091 2.899489 0.0 0.0 0.2
H -0.991777 2.673614 1.316892 0.0 0.1 0.0
H -0.812484 3.553725 -1.283717 -0.1 -0.1 0.0
H -2.149808 2.688552 -2.115210 0.2 0.0 0.1
H -5.568651 3.720133 0.480609 0.2 -0.1 0.0
F -0.901156 -2.495204 -0.375908 -1.1 -0.2 0.2
C 0.109051 -3.495025 -0.019565 0.0 -2.2 -0.2
F 1.278292 -2.612257 -0.011319 0.8 -0.6 0.4
C -0.140264 -3.649494 1.468492 0.0 0.9 0.8
F 0.111142 -2.407276 2.087570 -0.1 -0.4 0.2
F -1.396902 -3.939340 1.761930 -0.1 -0.1 -0.3
F 0.659279 -4.506760 2.070279 0.1 -0.1 -0.4
```
Forces are in eV/Å.

Its charge is +1. The expectation value of S² is 0.75. As for the spin multiplicity: 2. Its HOMO-LUMO gap (alpha / beta) is 0.3255 / 0.2935 hartree.

***

# 4
The following is a quantum chemistry calculation of a 9-piece molecular cluster, C25H27F7N2O21 overall, from the Open Molecules 2025 dataset.

XYZ file:
```
82
Properties=species:S:1:pos:R:3:forces:R:3
O -3.536266 1.113949 -1.405610 0.4 0.2 -0.2
C -4.079895 0.988161 -2.453296 0.0 -1.6 -0.4
O -3.625282 0.275554 -3.524544 0.3 0.4 0.5
C -4.552074 0.397020 -4.594212 -0.5 -0.4 -0.4
C -5.829946 0.908732 -3.929275 0.9 0.6 -0.1
F -6.718393 -0.088975 -3.710399 0.0 -0.1 0.2
O -5.322761 1.400111 -2.712988 -1.3 0.8 0.4
H -4.158269 1.062175 -5.360341 0.0 0.1 0.1
H -4.766521 -0.574265 -5.036776 0.3 -0.1 0.1
H -6.344908 1.725865 -4.429178 0.0 -0.1 -0.1
O -2.684530 -6.780780 0.189095 -0.7 -0.5 -0.4
C -1.655713 -6.226122 0.151799 1.6 0.8 0.8
O -1.378457 -5.040421 0.754242 -0.7 0.0 0.5
C -0.042477 -4.632088 0.552584 0.2 -0.2 -0.3
C 0.574782 -5.850442 -0.124950 0.2 0.5 -0.8
F 1.438377 -6.487353 0.729050 -0.2 0.0 -0.1
O -0.496038 -6.679660 -0.436642 -0.4 -0.3 0.0
H -0.065590 -3.702334 -0.014098 0.2 -0.2 -0.3
H 0.525859 -4.441627 1.463671 -0.5 -0.1 0.3
H 1.104521 -5.630609 -1.055687 0.2 -0.1 0.2
O 3.689003 3.041409 -4.103503 0.3 -0.4 0.3
C 3.720561 3.283340 -2.943683 -0.2 0.4 -1.0
O 3.950831 2.446446 -1.928232 0.6 -0.1 0.3
C 3.624615 3.116869 -0.696343 -0.4 0.6 -0.6
C 3.637978 4.590012 -1.114005 0.0 -0.1 1.3
F 4.865472 5.136714 -0.748325 0.1 -0.2 -0.7
O 3.471119 4.549948 -2.487480 0.1 0.5 0.7
H 2.627422 2.740376 -0.472351 0.1 0.3 0.6
H 4.355615 3.027838 0.099737 0.0 -0.7 -0.1
H 2.956851 5.234326 -0.557145 -0.5 -0.2 -0.7
O 1.893098 0.581856 -3.175909 -0.2 -0.1 0.0
C 2.624401 -0.276776 -2.817474 0.3 0.6 -0.9
O 2.591709 -0.866508 -1.635207 -0.6 -0.3 1.7
C 3.649482 -1.787227 -1.451865 0.5 -0.3 -1.5
C 4.179166 -1.885800 -2.897986 0.8 -0.3 0.2
F 3.718833 -3.057792 -3.461410 -0.2 0.2 -0.1
O 3.659629 -0.776697 -3.555284 -0.2 -0.3 0.1
H 4.403685 -1.426265 -0.756045 -0.2 0.2 0.1
H 3.293240 -2.780145 -1.188378 -0.2 0.2 0.3
H 5.258926 -1.897829 -3.036446 0.0 0.1 0.2
O 3.226166 -4.336660 6.089220 0.2 -0.1 0.8
C 3.107895 -3.434043 5.349258 -0.1 -0.2 -1.5
O 2.823188 -3.578583 4.031076 -0.6 -0.7 0.2
C 2.703995 -2.325261 3.408012 0.8 0.3 -0.6
C 2.724690 -1.353497 4.582665 -0.6 -0.7 -1.2
F 1.404434 -1.071028 4.884913 0.4 0.3 0.3
O 3.282436 -2.111966 5.604661 0.1 0.9 0.7
H 3.573489 -2.240221 2.743233 0.0 0.4 0.2
H 1.812705 -2.210408 2.795386 -0.2 -0.2 0.3
H 3.242126 -0.427377 4.346174 0.1 0.0 0.7
O -5.342224 -2.515516 4.006834 -0.1 -0.4 -0.3
C -4.696916 -2.151456 3.082813 -0.9 1.2 1.0
O -3.372059 -2.001203 3.092373 -0.1 -0.1 -0.4
C -3.008087 -1.397686 1.850354 1.7 -0.9 0.5
C -4.195827 -1.580010 0.983131 0.0 0.9 0.0
F -4.161569 -2.757246 0.293307 -0.1 -0.1 0.0
O -5.247423 -1.596788 1.930248 0.7 -0.7 -0.7
H -2.729558 -0.355315 2.011468 -0.2 0.0 0.0
H -2.140861 -1.951853 1.493465 0.0 0.2 -0.2
H -4.189683 -0.756805 0.265372 -1.0 -0.1 0.0
O 2.861368 3.998828 2.018097 0.1 -0.3 -0.2
C 1.737786 3.694158 2.261837 0.7 1.2 0.0
O 0.679094 4.007103 1.507668 -0.1 -0.4 0.4
C -0.485272 3.667516 2.275789 -0.1 -0.8 -1.0
C 0.049706 2.653355 3.291458 -1.1 1.2 -0.9
F 0.031623 1.390437 2.764386 0.4 0.0 -0.1
O 1.376201 3.110987 3.430458 -0.8 -1.2 0.8
H -0.900711 4.582877 2.691577 0.0 -0.2 0.3
H -1.186004 3.165757 1.608463 -0.1 0.3 0.0
H -0.654077 2.614681 4.124813 1.1 0.2 0.8
C -2.363189 5.396354 -2.601348 -0.3 0.5 0.8
C -1.551662 4.422136 -1.868398 -0.1 0.2 -0.4
N -0.903954 3.705226 -1.250938 0.0 -0.1 0.0
H -2.232412 6.360700 -2.103541 0.3 0.0 -0.2
H -3.427089 5.211634 -2.451412 0.0 -0.4 -0.2
H -2.123997 5.504515 -3.653089 0.1 -0.3 0.0
C -0.084698 0.701838 -0.442981 -0.4 0.4 -0.3
C 0.079665 -0.475500 0.394276 -0.1 0.3 -0.1
N 0.187086 -1.384015 1.087316 0.2 -0.1 0.0
H -0.666614 0.504333 -1.343855 0.2 -0.4 0.0
H 0.870222 1.111207 -0.762188 0.0 -0.1 0.1
H -0.668059 1.477822 0.052525 0.2 -0.1 0.3
```
Forces are in eV/Å.

Its HOMO-LUMO gap is 0.3971 hartree. The structure (SMILES) is O=C1OC[C@@H](F)O1.O=C1OC[C@@H](F)O1.O=C1OC[C@@H](F)O1.O=C1OC[C@@H](F)O1.O=C1OC[C@@H](F)O1.O=C1OC[C@@H](F)O1.O=C1OC[C@@H](F)O1.CC#N.CC#N.